Record 1
# BF4H20O10

11 unconnected molecules or ions with the total composition BF4H20O10 (the ωB97M-V functional and the def2-TZVPD basis, the OMol25 dataset).

Energy relative to the best compared isomer or geometry (same formula, charge and spin), kcal per mole: 6.5
Energy, a.u.: -1189.08020
HOMO level, eV: -7.7
Charge: -1

Geometry as XYZ:
```
35
Properties=species:S:1:pos:R:3:forces:R:3
H -3.528 0.424 -0.494 -0.01 0.05 -0.07
H -1.108 -4.339 0.259 -0.03 0.07 0.00
B 0.129 -0.354 0.036 -0.94 0.28 -0.61
O -2.907 0.882 1.773 -0.03 -0.12 0.08
O -1.312 -3.445 0.554 0.37 0.06 -0.35
H 2.712 -0.535 2.753 -0.04 0.00 -0.09
O -1.722 0.851 -3.019 0.11 0.27 0.00
H 2.509 3.309 0.027 0.04 -0.10 0.14
H -0.582 -2.243 3.441 0.05 -0.04 -0.06
H 1.845 -1.288 1.749 0.31 -0.04 0.27
O 2.681 -1.348 2.239 -0.08 -0.01 -0.06
O 1.245 -0.801 -3.217 0.09 0.21 0.04
H -3.484 0.124 1.919 0.11 0.02 0.01
O -3.970 0.309 -1.345 0.02 0.00 -0.01
H -1.257 1.120 -2.214 -0.03 -0.22 -0.05
H 0.858 -0.565 -2.361 0.20 -0.22 -0.39
H 0.388 1.820 3.415 -0.05 0.00 -0.07
H -2.037 0.496 1.597 -0.19 0.02 -0.11
F 0.115 -0.453 1.448 0.05 -0.03 0.08
H -0.808 -3.227 2.277 -0.27 0.06 0.63
O 0.676 2.051 2.527 0.06 -0.13 -0.18
F 0.435 -1.597 -0.524 0.35 0.24 0.19
H -3.243 0.342 -1.992 -0.23 0.02 0.15
H 0.433 1.281 1.982 0.07 0.27 0.36
O 2.819 2.429 -0.211 -0.02 0.37 0.16
H -1.674 1.616 -3.602 -0.01 -0.09 0.01
F 1.008 0.669 -0.371 -0.14 -0.74 0.17
H 3.434 2.579 -3.130 0.04 -0.08 0.09
H -0.710 -2.868 0.039 -0.31 -0.22 0.16
H 2.216 1.823 0.255 0.29 0.23 -0.30
H 1.847 -0.069 -3.415 -0.09 -0.03 0.11
O -0.841 -3.151 3.260 0.12 -0.01 -0.37
H 2.307 2.149 -2.191 0.42 -0.18 -0.03
F -1.159 0.027 -0.388 0.15 -0.04 0.15
O 2.683 1.983 -3.075 -0.39 0.10 -0.06
```
Forces are in eV/Å.

Record 2
# BF4H20O10

11 unconnected molecules or ions with the total composition BF4H20O10 (the ωB97M-V functional and the def2-TZVPD basis, the OMol25 dataset).

Energy relative to the best compared isomer or geometry (same formula, charge and spin), kcal per mole: 21.1
Energy, a.u.: -1189.05703
HOMO level, eV: -7.3
Charge: -1

Geometry as XYZ:
```
35
Properties=species:S:1:pos:R:3:forces:R:3
O 23.510 -9.838 20.390 -1.24 -1.82 0.39
H 26.036 -4.595 19.084 -1.08 -0.38 1.85
H 19.664 -3.962 18.716 0.01 0.00 -0.01
H 22.964 -3.900 22.950 -0.20 -0.62 -0.07
O 22.410 -3.215 23.309 0.60 1.44 0.44
B 24.177 -5.804 21.053 -0.87 0.41 -0.21
O 20.248 -4.383 19.351 -0.83 -1.05 -0.44
H 20.768 -3.690 19.706 0.92 1.23 0.37
H 22.041 -7.061 20.145 0.17 -0.06 -0.08
H 21.889 -8.564 19.764 0.58 -0.35 0.11
H 25.399 -7.604 19.134 0.40 0.02 0.95
H 20.739 -5.042 21.292 0.00 0.25 -1.23
F 22.980 -5.572 20.358 -0.14 0.64 -0.99
O 20.563 -5.353 22.160 -1.23 1.10 1.02
F 25.301 -5.774 20.261 0.70 0.04 -0.77
O 23.144 -3.453 18.533 -1.60 1.26 0.79
O 21.903 -7.496 22.998 -0.66 -0.56 1.01
H 22.695 -7.290 22.525 1.11 0.27 -0.41
F 24.026 -7.044 21.578 0.59 -2.13 0.78
H 23.071 -4.284 18.986 0.09 -0.86 0.23
H 24.141 -9.372 19.868 0.69 1.05 -0.55
H 23.847 -3.482 17.925 1.52 -0.30 -0.96
H 24.287 -3.038 21.818 0.13 -0.49 0.33
O 24.275 -2.191 21.393 0.44 0.96 -0.35
H 21.798 -8.435 22.843 -0.41 -0.17 -0.03
H 23.345 -9.379 21.204 0.32 0.55 0.30
H 24.600 -7.634 17.942 -0.30 -1.28 0.63
H 27.009 -4.910 18.070 0.86 -0.58 -0.60
F 24.240 -4.877 22.046 0.60 0.84 1.19
H 21.563 -3.574 23.513 -0.82 -0.89 -0.09
O 24.861 -8.251 18.675 0.12 1.47 -1.67
O 26.392 -4.235 18.302 0.24 1.11 -1.45
O 21.464 -7.712 19.742 -1.00 0.07 -0.38
H 21.206 -6.018 22.332 0.48 -1.16 0.32
H 23.679 -2.325 20.657 -0.19 0.00 -0.42
```
Forces are in eV/Å.

Record 3
# BF4H24O12

13 unconnected molecules or ions with the total composition BF4H24O12 (the ωB97M-V functional and the def2-TZVPD basis, the OMol25 dataset).

Energy relative to the best compared isomer or geometry (same formula, charge and spin), kcal per mole: 72.3
Energy, a.u.: -1341.87047
HOMO level, eV: -8.3
Charge: -1

Geometry as XYZ:
```
41
Properties=species:S:1:pos:R:3:forces:R:3
H 3.529 4.728 -2.187 0.06 0.10 0.25
H 5.530 0.263 -1.486 -0.24 -0.04 0.22
H 1.284 4.500 4.034 -0.16 0.10 -0.15
O -2.951 2.098 -5.816 -0.27 0.08 -0.06
H -4.152 2.283 0.613 0.34 -0.16 -0.06
F 1.526 0.134 0.435 -1.35 -0.58 -0.84
O -4.920 2.713 0.987 -0.13 0.13 0.23
H 2.542 3.659 4.087 0.18 -0.15 -0.16
H 5.451 6.017 1.614 0.00 0.20 0.15
H -7.669 -2.617 1.002 -0.17 0.09 0.13
H -5.595 2.628 0.313 -0.15 0.00 -0.15
H -3.588 -5.346 1.228 -0.20 0.17 0.00
B 0.364 -0.372 -0.280 -0.39 -0.50 -0.28
O -3.933 1.700 5.865 -0.17 0.07 0.25
O 3.248 4.326 -3.009 0.14 0.11 -0.28
O -2.827 -5.914 1.345 -0.02 -0.28 0.14
H -2.361 1.821 -5.115 0.15 -0.11 0.27
H 6.128 4.914 0.829 0.20 -0.16 -0.08
O 5.266 5.273 1.042 -0.21 -0.04 -0.09
F 0.197 0.269 -1.543 0.37 0.38 0.56
H -2.160 -5.545 0.767 0.23 0.14 -0.13
O 1.733 3.843 4.566 -0.02 0.03 0.31
H 0.184 -1.989 -5.010 -0.09 0.14 0.32
H -6.469 -2.431 0.097 0.20 0.15 -0.14
O 0.720 -2.331 6.093 0.01 0.05 0.31
H 2.963 -6.736 -2.957 0.07 -0.03 -0.20
O 0.416 -2.445 -5.820 -0.11 -0.08 -0.32
O 2.600 -6.679 -2.073 0.00 -0.25 0.10
F -0.840 -0.238 0.469 0.68 0.51 0.08
H -4.125 1.876 4.943 -0.06 0.06 -0.27
H 2.692 3.594 -2.741 -0.21 -0.26 0.08
O 6.072 0.096 -2.257 0.29 -0.14 -0.07
O -6.920 -3.085 0.632 0.00 -0.25 0.01
F 0.451 -1.760 -0.587 0.69 0.22 0.39
H 1.335 -2.684 -5.705 0.20 -0.04 0.06
H -2.381 2.219 -6.575 0.13 0.02 -0.18
H 0.492 -1.873 5.283 -0.05 0.17 -0.26
H 2.470 -5.742 -1.927 -0.09 0.30 0.12
H -3.110 1.211 5.849 0.23 -0.13 0.00
H 5.919 0.851 -2.825 -0.08 0.17 -0.16
H 0.888 -3.233 5.819 0.03 -0.21 -0.08
```
Forces are in eV/Å.

Record 4
# BF4H26O13

14 unconnected molecules or ions with the total composition BF4H26O13 (the ωB97M-V functional and the def2-TZVPD basis, the OMol25 dataset).

Energy relative to the best compared isomer or geometry (same formula, charge and spin), kcal per mole: 25.9
Energy, a.u.: -1418.37329
HOMO level, eV: -7.6
Charge: -1

Geometry as XYZ:
```
44
Properties=species:S:1:pos:R:3:forces:R:3
H -3.251 -0.542 0.262 0.01 0.32 0.52
H 2.144 -0.644 -1.740 -0.16 -0.30 0.35
F -1.134 0.477 -0.706 0.02 0.59 0.32
H -2.340 1.753 -1.231 0.27 -0.20 0.00
O -1.787 -3.226 1.020 0.32 -0.61 0.16
O 0.133 0.628 -3.346 -0.11 0.85 -0.27
H -1.500 -2.317 0.931 -0.12 0.38 -0.04
H 1.853 0.448 3.111 0.10 0.25 0.23
H 3.450 -0.650 -2.505 0.29 0.03 -0.05
H 1.291 0.258 1.718 -0.10 -0.06 0.06
H -2.678 -3.231 0.670 -0.21 0.29 -0.19
H -0.718 -1.605 -1.862 0.38 -0.10 0.24
H -1.740 -2.497 -2.535 -0.29 -0.09 0.01
O 1.360 -3.439 1.478 0.25 -0.05 0.17
H 1.040 -2.732 0.918 -0.06 0.33 -0.34
H 0.800 0.415 -2.693 0.20 -0.05 -0.32
O -2.874 0.436 1.881 -0.63 -0.34 0.17
H -0.558 2.445 0.737 0.39 -0.20 -0.33
H 3.497 1.112 -0.335 -0.24 0.17 -0.10
F 0.665 -0.866 -0.839 0.67 -1.62 -1.43
B 0.064 0.130 -0.112 -0.66 -1.34 -0.41
H 0.317 -2.436 2.850 0.11 -0.38 -0.17
H 2.156 3.041 -1.845 -0.20 -0.28 -0.21
O -3.126 2.205 -1.536 -0.46 0.26 -0.18
H 3.711 1.198 1.162 -0.36 -0.23 0.26
F 0.905 1.179 -0.105 0.82 1.92 0.71
H -1.979 0.287 2.186 0.30 -0.11 0.06
H -0.531 -0.053 -3.242 -0.29 -0.23 -0.12
H 2.039 4.300 -1.013 -0.14 0.12 0.06
O -1.207 -1.714 -2.677 -0.17 -0.22 -0.35
H -3.103 3.053 -1.092 0.03 0.15 0.10
O 0.302 -1.976 3.689 -0.41 0.21 0.75
O 2.507 -0.531 -2.619 0.62 0.08 -0.27
O 2.674 3.657 -1.328 0.27 0.14 0.06
F -0.094 -0.527 1.118 -1.10 0.70 0.85
O 2.082 0.124 2.240 0.89 0.20 0.55
O 4.184 1.150 0.331 0.62 -0.03 -0.20
O -3.178 -1.001 -0.575 -0.65 -1.02 -0.35
H -2.851 1.307 1.486 0.17 0.37 -0.10
H 1.517 -4.168 0.878 -0.11 -0.19 -0.09
H 0.834 -1.194 3.544 0.19 -0.09 -0.23
H -1.145 3.635 1.466 -0.01 0.22 0.12
H -2.416 -0.608 -0.999 -0.23 -0.02 -0.18
O -1.314 2.716 1.258 -0.24 0.19 0.14
```
Forces are in eV/Å.

no.,orbital gap (eV)
1,10.3391
2,9.9471
3,10.2233
4,9.7771